Entry 1:
{
  "formula": "C28H26Br4N11O2S2Tl",
  "method": "ωB97M-V with the def2-TZVPD basis set",
  "de_lowest_ev": 1.039,
  "e_homo_ev": -1.98,
  "fmax_ev_per_a": 1.6,
  "lumo_ha": 0.132,
  "energy_ev": -356479.090,
  "total_charge": -2,
  "species": ["Tl", "Br", "C", "C", "Br", "C", "Br", "C", "O", "C", "O", "C", "Br", "S", "C", "C", "C", "C", "N", "C", "C", "C", "S", "C", "N", "H", "H", "C", "N", "C", "C", "N", "C", "C", "N", "C", "C", "N", "C", "N", "C", "C", "C", "N", "C", "H", "H", "H", "H", "H", "H", "H", "H", "H", "H", "H", "H", "H", "H", "H", "H", "H", "H", "H", "H", "H", "H", "H", "H", "N", "C", "N", "C", "N"],
  "coordinates": [[-0.055, -0.584, 0.126], [2.771, -6.989, -2.170], [1.586, -5.542, -1.842], [0.494, -5.342, -2.662], [0.223, -6.448, -4.177], [-0.374, -4.286, -2.396], [-1.917, -4.011, -3.476], [-0.211, -3.416, -1.318], [-1.011, -2.456, -1.085], [0.986, -3.581, -0.489], [1.257, -2.712, 0.401], [1.823, -4.658, -0.791], [3.332, -4.909, 0.347], [-1.882, -1.288, 2.035], [-1.648, 0.117, 2.999], [-2.766, 0.688, 3.605], [-2.683, 1.844, 4.370], [-3.827, 2.387, 4.969], [-4.771, 2.826, 5.462], [-1.425, 2.474, 4.534], [-0.300, 1.889, 3.961], [-0.371, 0.720, 3.206], [1.101, 0.053, 2.603], [-1.319, 3.667, 5.262], [-1.218, 4.656, 5.844], [-3.721, 0.194, 3.492], [0.666, 2.352, 4.105], [3.661, 3.180, -2.554], [3.136, 1.903, -2.984], [3.998, 1.216, -3.931], [3.641, -0.260, -3.790], [2.677, -0.266, -2.726], [1.847, -1.423, -2.569], [2.427, 0.966, -2.209], [1.649, 1.146, -1.209], [1.246, 2.480, -0.831], [0.602, 2.594, 0.555], [-0.723, 2.047, 0.618], [-1.773, 2.707, 0.918], [-3.013, 2.124, 0.900], [-3.398, 0.974, 0.133], [-4.067, 3.065, 1.181], [-3.317, 4.262, 1.741], [-1.947, 4.039, 1.317], [-0.979, 4.905, 1.952], [4.351, 3.527, -3.324], [4.212, 3.113, -1.609], [2.877, 3.934, -2.470], [5.054, 1.390, -3.689], [3.809, 1.597, -4.943], [4.512, -0.876, -3.527], [3.204, -0.667, -4.711], [1.766, -1.941, -3.528], [0.849, -1.114, -2.261], [2.275, -2.101, -1.832], [0.541, 2.858, -1.582], [2.110, 3.147, -0.781], [0.641, 3.656, 0.806], [1.235, 2.043, 1.258], [-2.521, 0.406, -0.158], [-3.934, 1.276, -0.776], [-4.048, 0.338, 0.737], [-4.776, 2.643, 1.903], [-4.619, 3.319, 0.262], [-3.389, 4.294, 2.839], [-3.680, 5.214, 1.338], [-1.520, 5.655, 2.530], [-0.380, 5.436, 1.207], [-0.319, 4.372, 2.639], [-0.942, 0.276, -1.902], [-1.518, 1.076, -2.529], [-2.047, 2.035, -3.129], [-2.770, 2.219, -4.166], [-3.403, 2.545, -5.080]],
  "mulliken_charge": [1.37, -0.23, 0.20, 0.06, -0.23, -0.08, -0.19, 0.29, -0.77, 0.11, -0.78, 0.23, -0.18, -0.28, 0.57, -1.16, 0.44, 0.06, -0.68, 0.33, -0.31, 0.20, -0.30, -0.01, -0.70, 0.49, 0.49, -1.27, 0.05, -0.70, -0.69, 0.23, -1.65, 0.24, 0.04, -0.98, -1.04, 0.69, -0.70, 0.80, -1.10, -0.81, -0.77, 0.21, -1.38, 0.49, 0.36, 0.33, 0.42, 0.31, 0.34, 0.38, 0.51, 0.24, 0.61, 0.31, 0.53, 0.37, 0.02, 0.20, 0.23, 0.17, 0.38, 0.41, 0.36, 0.45, 0.47, 0.39, 0.37, -0.50, 0.59, -0.66, 0.53, -0.73]
}

---

Entry 2:
{
  "formula": "C3H3NO2",
  "method": "ωB97M-V with the def2-TZVPD basis set",
  "de_lowest_ev": 2.115,
  "e_homo_ev": -9.96,
  "smiles": "Oc1ccon1",
  "fmax_ev_per_a": 0.5,
  "lumo_ha": 0.032,
  "energy_ev": -8743.016,
  "total_charge": 0,
  "species": ["O", "C", "N", "O", "C", "C", "H", "H", "H"],
  "coordinates": [[-0.510, -1.624, -1.117], [-0.157, -0.466, -0.544], [0.237, 0.577, -1.226], [0.523, 1.539, -0.274], [0.286, 1.035, 0.942], [-0.156, -0.240, 0.859], [-0.280, -1.582, -2.053], [0.487, 1.695, 1.774], [-0.430, -0.934, 1.637]],
  "nbo_charge": [-0.65, 0.44, -0.21, -0.28, 0.16, -0.41, 0.50, 0.21, 0.25]
}

---

Entry 3:
{
  "formula": "C22H40F2N2O11P3",
  "method": "ωB97M-V with the def2-TZVPD basis set",
  "e_homo_ev": -10.87,
  "fmax_ev_per_a": 2.2,
  "lumo_ha": -0.178,
  "energy_ev": -82256.634,
  "total_charge": 1,
  "species": ["C", "C", "C", "C", "N", "N", "P", "C", "O", "C", "C", "C", "O", "F", "C", "P", "P", "O", "O", "O", "C", "F", "H", "H", "H", "H", "H", "H", "H", "H", "H", "H", "H", "H", "C", "O", "C", "C", "O", "C", "C", "O", "C", "H", "H", "H", "H", "H", "H", "H", "H", "H", "H", "H", "H", "H", "H", "C", "O", "C", "C", "O", "C", "C", "O", "C", "H", "H", "H", "H", "H", "H", "H", "H", "H", "H", "H", "H", "H", "H"],
  "coordinates": [[0.045, -1.749, 3.657], [-0.187, -1.286, 2.591], [-0.586, -0.655, 1.343], [0.205, -1.324, 0.242], [-0.368, -2.310, -0.390], [0.383, -2.919, -1.326], [-0.409, -4.356, -2.195], [-2.046, -4.342, -1.421], [-0.737, -3.786, -3.677], [1.628, -2.587, -1.639], [2.366, -3.402, -2.666], [2.856, -4.713, -2.102], [3.545, -5.465, -2.674], [2.478, -4.925, -0.844], [2.264, -1.498, -1.008], [3.975, -1.012, -1.440], [4.801, 0.370, 0.032], [4.623, -0.156, 1.377], [6.327, 0.509, -0.333], [4.222, 1.863, -0.061], [1.508, -0.873, -0.049], [1.955, 0.178, 0.629], [0.218, -2.165, 4.616], [-0.346, 0.400, 1.388], [-1.642, -0.837, 1.190], [-2.376, -3.313, -1.282], [-2.734, -4.797, -2.123], [-2.026, -4.845, -0.465], [-1.550, -3.261, -3.708], [3.272, -2.890, -2.966], [1.801, -3.566, -3.575], [3.812, -0.241, -2.612], [6.496, 0.513, -1.287], [3.439, 1.936, -0.618], [-3.273, -2.793, 8.129], [-3.807, -1.682, 7.444], [-2.856, -1.057, 6.604], [-3.544, -0.227, 5.544], [-4.032, -0.990, 4.446], [-5.204, -1.765, 4.675], [-6.476, -0.951, 4.739], [-6.613, -0.337, 6.005], [-7.496, 0.763, 5.976], [-2.438, -2.497, 8.774], [-4.064, -3.212, 8.746], [-2.935, -3.561, 7.423], [-2.224, -1.813, 6.119], [-2.224, -0.405, 7.225], [-2.798, 0.444, 5.110], [-4.329, 0.392, 5.979], [-5.095, -2.391, 5.562], [-5.278, -2.428, 3.810], [-7.336, -1.617, 4.578], [-6.461, -0.193, 3.946], [-7.128, 1.542, 5.298], [-7.546, 1.173, 6.982], [-8.501, 0.456, 5.667], [1.802, 4.715, -2.136], [2.424, 4.765, -3.393], [3.816, 4.522, -3.304], [4.359, 4.076, -4.642], [4.102, 2.702, -4.925], [2.762, 2.374, -5.272], [2.366, 2.806, -6.666], [2.052, 4.183, -6.687], [2.128, 4.732, -7.987], [2.222, 5.464, -1.456], [0.743, 4.918, -2.277], [1.910, 3.713, -1.691], [4.020, 3.746, -2.553], [4.308, 5.453, -2.995], [5.446, 4.166, -4.610], [4.001, 4.718, -5.446], [2.060, 2.751, -4.526], [2.721, 1.281, -5.242], [1.476, 2.241, -6.979], [3.187, 2.588, -7.359], [3.143, 4.645, -8.389], [1.871, 5.786, -7.915], [1.423, 4.240, -8.666]],
  "mulliken_charge": [0.14, -0.58, -0.97, 0.03, -0.83, 0.99, 0.26, -1.13, -0.49, 0.47, -1.85, 0.75, -0.44, -0.20, 0.65, -0.29, 1.09, -0.62, -0.48, -0.40, 0.86, -0.34, 0.51, 0.34, 0.39, 0.41, 0.38, 0.38, 0.35, 0.41, 0.48, 0.13, 0.31, 0.29, -0.76, -0.28, -0.45, -0.50, -0.38, -0.44, -0.59, -0.27, -0.77, 0.32, 0.25, 0.31, 0.24, 0.44, 0.45, 0.18, 0.21, 0.38, 0.43, 0.34, 0.32, 0.24, 0.32, -0.50, -0.26, -0.21, -0.48, -0.47, -0.21, -0.73, -0.25, -0.79, 0.34, 0.27, -0.01, 0.03, 0.45, 0.43, 0.20, 0.21, 0.32, 0.42, 0.36, 0.33, 0.24, 0.32]
}

---

Entry 4:
{
  "formula": "C23H34F2N9Si",
  "method": "ωB97M-V with the def2-TZVPD basis set",
  "e_homo_ev": -10.87,
  "fmax_ev_per_a": 7.6,
  "lumo_ha": -0.139,
  "energy_ev": -51105.537,
  "total_charge": 1,
  "species": ["C", "Si", "C", "C", "C", "C", "F", "F", "N", "C", "N", "C", "N", "N", "C", "C", "C", "C", "C", "C", "H", "H", "H", "H", "H", "H", "H", "H", "H", "H", "H", "H", "H", "H", "H", "H", "H", "H", "H", "C", "C", "N", "H", "H", "H", "C", "C", "N", "H", "H", "H", "C", "C", "N", "H", "H", "H", "C", "C", "N", "H", "H", "H", "C", "C", "N", "H", "H", "H"],
  "coordinates": [[3.611, -0.250, -2.262], [2.218, 0.487, -1.154], [2.716, 0.720, 0.708], [0.725, -0.789, -1.130], [0.444, -1.463, -2.604], [-0.837, -2.530, -2.533], [-0.651, -3.481, -3.691], [-0.852, -3.333, -1.290], [-2.088, -1.718, -2.789], [-2.855, -1.075, -1.848], [-2.632, -1.080, -0.352], [-3.698, -0.209, 0.287], [-4.545, 0.285, -0.866], [-4.096, -0.215, -2.082], [1.451, 2.116, -1.940], [1.929, 2.727, -3.398], [1.162, 4.094, -3.974], [-0.035, 4.802, -3.068], [-0.516, 4.222, -1.603], [0.255, 2.862, -1.047], [4.682, -0.021, -1.846], [3.535, 0.197, -3.365], [3.453, -1.412, -2.367], [2.840, -0.380, 1.153], [1.832, 1.201, 1.349], [3.727, 1.298, 0.834], [-0.233, -0.119, -0.890], [0.851, -1.598, -0.264], [0.142, -0.586, -3.338], [1.415, -1.958, -3.033], [-2.402, -1.609, -3.801], [-3.788, 0.026, 1.438], [-5.357, 0.929, -0.714], [-4.501, -0.026, -3.034], [2.786, 2.219, -4.030], [1.510, 4.484, -5.034], [-0.538, 5.762, -3.517], [-1.364, 4.711, -0.958], [-0.033, 2.401, 0.002], [5.385, -3.788, -1.075], [4.951, -2.933, 0.043], [4.608, -2.258, 0.926], [6.465, -3.716, -1.244], [5.156, -4.842, -0.891], [4.892, -3.509, -2.012], [6.371, -4.437, 3.893], [6.590, -5.386, 2.789], [6.763, -6.136, 1.916], [6.910, -4.738, 4.798], [6.713, -3.429, 3.634], [5.311, -4.361, 4.157], [-4.247, 3.800, -2.416], [-5.498, 3.241, -1.877], [-6.486, 2.799, -1.450], [-4.025, 4.783, -1.986], [-3.390, 3.152, -2.204], [-4.296, 3.927, -3.503], [-3.058, -2.280, 4.530], [-3.144, -0.933, 3.940], [-3.213, 0.131, 3.475], [-2.634, -3.003, 3.825], [-2.426, -2.290, 5.424], [-4.043, -2.656, 4.825], [-4.028, 2.564, 6.045], [-3.900, 3.471, 7.197], [-3.799, 4.188, 8.108], [-4.383, 3.091, 5.153], [-3.071, 2.100, 5.786], [-4.737, 1.754, 6.245]],
  "nbo_charge": [-1.14, 1.66, -1.13, -0.89, -0.46, 0.86, -0.35, -0.32, -0.65, 0.61, -0.47, 0.24, -0.38, -0.40, -0.50, -0.21, -0.22, -0.23, -0.26, -0.23, 0.27, 0.24, 0.24, 0.27, 0.24, 0.26, 0.23, 0.26, 0.24, 0.25, 0.46, 0.33, 0.49, 0.46, 0.24, 0.25, 0.24, 0.24, 0.23, -0.73, 0.32, -0.37, 0.27, 0.27, 0.25, -0.73, 0.30, -0.35, 0.26, 0.26, 0.26, -0.74, 0.31, -0.37, 0.27, 0.26, 0.27, -0.74, 0.36, -0.41, 0.27, 0.27, 0.27, -0.72, 0.28, -0.31, 0.25, 0.25, 0.25]
}

---

Entry 5:
{
  "formula": "C20H45O35P2S9",
  "method": "ωB97M-V with the def2-TZVPD basis set",
  "e_homo_ev": -3.92,
  "fmax_ev_per_a": 14.7,
  "lumo_ha": 0.028,
  "energy_ev": -209208.801,
  "total_charge": -1,
  "species": ["C", "C", "O", "C", "O", "P", "O", "C", "P", "S", "H", "H", "H", "H", "H", "H", "H", "H", "H", "H", "H", "H", "H", "C", "C", "O", "S", "O", "O", "O", "H", "H", "H", "H", "C", "C", "O", "S", "O", "O", "O", "H", "H", "H", "H", "C", "C", "O", "S", "O", "O", "O", "H", "H", "H", "H", "C", "C", "O", "S", "O", "O", "O", "H", "H", "H", "H", "C", "C", "O", "S", "O", "O", "O", "H", "H", "H", "H", "C", "C", "O", "S", "O", "O", "O", "H", "H", "H", "H", "C", "C", "O", "S", "O", "O", "O", "H", "H", "H", "H", "C", "C", "O", "S", "O", "O", "O", "H", "H", "H", "H"],
  "coordinates": [[11.343, 4.389, 4.611], [10.261, 4.408, 3.342], [8.890, 4.049, 3.734], [8.140, 5.198, 4.266], [7.986, 6.360, 3.372], [6.981, 7.502, 4.277], [5.978, 6.246, 4.983], [6.713, 4.972, 5.040], [5.561, 3.531, 4.549], [6.437, 1.764, 4.570], [11.636, 5.517, 4.824], [10.732, 3.977, 5.538], [12.275, 3.712, 4.351], [10.655, 3.617, 2.539], [10.378, 5.459, 2.842], [8.838, 5.601, 5.132], [7.907, 8.528, 3.781], [6.184, 7.681, 3.059], [6.202, 8.476, 5.054], [7.828, 7.510, 5.474], [7.031, 4.780, 6.150], [4.478, 3.443, 5.538], [4.874, 3.800, 3.279], [0.818, 1.700, 0.769], [1.916, 2.527, 0.105], [2.791, 2.906, 1.165], [2.799, 1.727, 2.292], [3.954, 0.888, 2.060], [2.502, 2.320, 3.576], [1.477, 0.928, 1.772], [0.084, 2.344, 1.263], [0.307, 1.045, 0.058], [1.522, 3.410, -0.404], [2.489, 1.923, -0.606], [-2.314, -1.482, -0.736], [-2.965, -1.845, 0.596], [-2.969, -0.636, 1.351], [-3.129, 0.626, 0.330], [-4.523, 1.009, 0.299], [-2.061, 1.563, 0.591], [-2.791, -0.175, -1.050], [-1.224, -1.434, -0.642], [-2.579, -2.185, -1.531], [-2.419, -2.629, 1.126], [-4.005, -2.158, 0.454], [5.715, 1.601, -4.030], [4.629, 2.290, -4.852], [3.496, 1.428, -4.771], [3.502, 0.679, -3.323], [2.620, 1.405, -2.436], [3.399, -0.745, -3.544], [5.040, 1.030, -2.910], [6.182, 0.788, -4.596], [6.485, 2.300, -3.695], [4.926, 2.439, -5.893], [4.352, 3.253, -4.411], [-2.673, -2.743, -5.523], [-4.169, -2.440, -5.499], [-4.760, -3.530, -4.796], [-3.706, -4.071, -3.675], [-4.052, -3.472, -2.404], [-3.539, -5.494, -3.854], [-2.381, -3.315, -4.249], [-2.433, -3.485, -6.292], [-2.072, -1.845, -5.684], [-4.592, -2.354, -6.503], [-4.376, -1.523, -4.938], [-3.769, 1.090, 4.340], [-5.277, 1.065, 4.104], [-5.844, 0.682, 5.355], [-4.906, 1.254, 6.559], [-5.484, 2.492, 7.032], [-4.569, 0.157, 7.437], [-3.598, 1.616, 5.655], [-3.350, 0.079, 4.321], [-3.247, 1.714, 3.609], [-5.564, 0.361, 3.319], [-5.654, 2.062, 3.853], [-9.344, 4.019, 5.157], [-9.095, 3.887, 3.658], [-8.306, 2.707, 3.513], [-8.721, 1.647, 4.681], [-9.665, 0.706, 4.122], [-7.521, 1.240, 5.375], [-9.541, 2.688, 5.630], [-8.469, 4.436, 5.667], [-10.220, 4.636, 5.377], [-8.572, 4.753, 3.244], [-10.033, 3.734, 3.114], [1.183, -6.656, -5.200], [0.531, -7.019, -3.868], [0.527, -5.810, -3.113], [0.368, -4.548, -4.134], [-1.026, -4.165, -4.165], [1.436, -3.611, -3.873], [0.706, -5.348, -5.514], [2.272, -6.607, -5.106], [0.918, -7.359, -5.994], [1.077, -7.803, -3.338], [-0.508, -7.332, -4.010], [-3.664, -7.838, -5.978], [-4.964, -7.987, -6.764], [-4.754, -9.102, -7.626], [-3.761, -10.164, -6.886], [-4.575, -11.191, -6.273], [-2.661, -10.458, -7.775], [-3.227, -9.170, -5.710], [-2.895, -7.341, -6.578], [-3.807, -7.289, -5.043], [-5.205, -7.092, -7.343], [-5.801, -8.226, -6.100]],
  "mulliken_charge": [-0.81, -0.21, -0.22, -0.22, -0.41, -0.15, -0.38, 0.26, 0.25, -0.47, 0.24, 0.23, 0.27, 0.26, 0.23, 0.11, 0.00, -0.08, 0.00, -0.03, 0.08, 0.08, 0.00, -0.13, -0.07, -0.31, 1.00, -0.52, -0.52, -0.24, 0.17, 0.09, 0.31, 0.31, 0.35, -0.35, -0.24, 1.02, -0.55, -0.49, -0.22, 0.25, -0.35, 0.37, 0.30, -0.33, -0.32, -0.32, 1.05, -0.57, -0.52, -0.29, 0.28, 0.32, 0.31, 0.27, -0.36, -0.42, -0.35, 1.08, -0.64, -0.56, 0.02, 0.28, 0.36, 0.34, 0.28, -0.20, -0.39, -0.19, 1.13, -0.55, -0.58, -0.33, 0.23, 0.24, 0.39, 0.30, -0.34, -0.36, -0.30, 0.98, -0.61, -0.31, -0.33, 0.28, 0.32, 0.32, 0.29, -0.42, -0.16, -0.34, 0.77, -0.25, -0.51, -0.37, 0.32, 0.33, 0.33, 0.12, 0.03, -0.31, -0.32, 1.10, -0.54, -0.55, -0.29, 0.15, 0.13, 0.30, 0.35]
}

---

Entry 6:
{
  "formula": "C7H15N2O3S",
  "method": "ωB97M-V with the def2-TZVPD basis set",
  "de_lowest_ev": 0.770,
  "e_homo_ev": -13.55,
  "smiles": "CC(NS(C)(=O)=O)=[N+]1CCOCC1",
  "fmax_ev_per_a": 4.1,
  "lumo_ha": -0.144,
  "energy_ev": -27450.998,
  "total_charge": 1,
  "species": ["C", "C", "C", "C", "C", "C", "C", "N", "N", "O", "O", "O", "S", "H", "H", "H", "H", "H", "H", "H", "H", "H", "H", "H", "H", "H", "H", "H"],
  "coordinates": [[0.789, 0.404, 0.429], [-1.129, -0.603, -0.577], [-0.774, 1.842, -0.685], [-1.367, -0.634, -2.124], [-0.853, 1.626, -2.192], [1.745, 1.455, 0.735], [0.077, -2.803, 2.615], [1.083, -0.792, 1.019], [-0.381, 0.526, -0.159], [0.773, -0.224, 3.451], [-1.202, -0.508, 1.957], [-1.734, 0.618, -2.567], [0.060, -0.987, 2.467], [-2.076, -0.621, -0.074], [-0.757, -1.429, -0.047], [-0.073, 2.583, -0.525], [-1.705, 1.989, -0.050], [-0.465, -1.010, -2.596], [-2.071, -1.438, -2.504], [-1.122, 2.616, -2.643], [0.284, 1.421, -2.554], [1.383, 2.236, 1.340], [2.684, 1.270, 1.289], [2.044, 2.052, -0.090], [1.134, -2.966, 2.469], [-0.301, -2.920, 3.672], [-0.519, -3.202, 1.820], [2.068, -0.809, 1.216]],
  "nbo_charge": [0.57, -0.28, -0.25, -0.08, -0.07, -0.75, -0.80, -0.85, -0.25, -0.87, -0.92, -0.49, 2.23, 0.25, 0.24, 0.23, 0.24, 0.17, 0.24, 0.23, 0.17, 0.29, 0.27, 0.26, 0.25, 0.28, 0.27, 0.42]
}